--- 1 ---
{
  "formula": "C19H26N4O5S",
  "method": "the ωB97M-V functional and the def2-TZVPD basis",
  "symbols": ["C", "C", "O", "C", "C", "C", "C", "C", "C", "H", "N", "C", "O", "C", "C", "C", "N", "S", "O", "O", "C", "C", "N", "C", "N", "H", "H", "H", "C", "C", "H", "H", "H", "H", "H", "H", "H", "H", "H", "H", "O", "C", "C", "H", "H", "H", "H", "H", "H", "H", "H", "H", "H", "H", "H"],
  "xyz": [[-4.82, -4.91, -0.32], [-4.95, -3.46, -0.06], [-3.80, -2.64, -0.47], [-3.86, -1.42, -0.26], [-4.90, -0.82, 0.20], [-4.83, 0.64, 0.57], [-3.70, 1.24, 0.29], [-2.61, 0.63, -0.59], [-2.79, -0.73, -0.73], [-1.92, -1.38, -1.10], [-1.50, 1.51, -0.83], [-0.40, 0.95, -1.51], [-0.07, -0.48, -1.83], [0.75, 2.07, -1.58], [1.92, 1.49, -2.57], [2.72, 0.48, -1.52], [3.21, 0.95, -0.33], [4.36, 0.26, 0.49], [4.80, 1.16, 1.53], [5.41, 0.09, -0.42], [3.68, -1.28, 0.74], [2.70, -1.67, 1.89], [2.65, -2.98, 1.59], [3.38, -3.37, 0.72], [4.11, -2.18, -0.17], [4.89, -2.26, -0.67], [3.55, -4.59, 0.14], [2.33, -1.08, 2.48], [1.98, 1.44, 0.56], [1.26, 2.49, -0.20], [0.40, 2.94, 0.31], [1.82, 3.38, -0.58], [2.50, 1.90, 1.40], [1.41, 0.47, 0.64], [3.67, 0.22, -2.18], [2.26, -0.20, -1.45], [1.61, 1.02, -3.52], [2.54, 2.38, -2.45], [0.21, 2.83, -2.15], [-1.64, 2.43, -0.57], [-3.28, 2.65, 0.39], [-4.37, 3.61, 1.23], [-4.18, 3.28, 2.52], [-4.80, 3.86, 3.05], [-4.43, 2.36, 2.69], [-2.90, 3.46, 2.78], [-5.19, 3.28, 0.71], [-3.81, 4.41, 0.76], [-5.55, 1.37, 0.87], [-5.98, -1.03, 0.72], [-5.25, -3.29, 0.98], [-5.97, -3.03, -0.64], [-3.81, -5.22, 0.02], [-4.64, -5.10, -1.37], [-5.62, -5.57, 0.00]],
  "nbo_charge": [-0.6532, -0.0646, -0.4560, 0.2368, -0.3027, -0.3527, 0.3608, 0.1167, -0.2465, 0.2819, -0.6072, 0.6839, -0.6923, -0.2959, -0.3931, -0.1368, -0.7191, 2.3606, -0.9100, -0.9806, -0.1760, -0.0535, -0.4474, 0.2215, -0.5460, 0.4308, 0.2142, 0.1826, -0.2618, -0.4274, 0.2229, 0.2321, 0.2552, 0.2250, 0.2061, 0.1268, 0.2552, 0.2064, 0.2211, 0.4466, -0.6527, -0.0406, -0.6070, 0.2227, 0.2175, 0.2034, 0.1918, 0.2223, 0.2111, 0.2368, 0.1872, 0.1701, 0.2217, 0.2178, 0.2333],
  "spin_multiplicity": 1
}


--- 2 ---
{
  "formula": "C19H26N4O5S",
  "method": "the ωB97M-V functional and the def2-TZVPD basis",
  "symbols": ["C", "O", "C", "C", "C", "N", "C", "S", "N", "C", "C", "N", "C", "O", "C", "O", "N", "C", "C", "C", "C", "C", "O", "O", "C", "C", "C", "C", "C", "H", "H", "H", "H", "H", "H", "H", "H", "H", "H", "H", "H", "H", "H", "H", "H", "H", "H", "H", "H", "H", "H", "H", "H", "H", "H"],
  "xyz": [[-0.26, -6.20, 6.83], [0.88, -6.78, 6.24], [0.88, -6.76, 4.83], [1.16, -5.38, 4.23], [1.37, -5.47, 2.72], [1.61, -4.16, 2.16], [1.15, -3.77, 0.95], [0.19, -4.76, 0.03], [1.54, -2.53, 0.51], [1.12, -2.08, -0.80], [-0.17, -1.26, -0.71], [0.04, -0.15, 0.20], [0.01, 1.16, -0.06], [0.27, 2.00, 0.80], [-0.37, 1.67, -1.46], [-0.56, 0.97, -2.44], [-0.45, 3.01, -1.41], [-0.76, 3.93, -2.40], [-1.06, 3.55, -3.71], [-1.36, 4.52, -4.65], [-1.37, 5.87, -4.30], [-1.70, 6.86, -5.35], [-1.96, 6.59, -6.49], [-1.67, 8.13, -4.89], [-1.98, 9.13, -5.84], [-1.06, 6.25, -3.00], [-0.76, 5.29, -2.06], [0.45, -0.60, 1.52], [1.75, -1.41, 1.41], [-1.18, -6.63, 6.42], [-0.20, -6.41, 7.89], [-0.29, -5.11, 6.69], [-0.07, -7.15, 4.44], [1.68, -7.45, 4.55], [0.33, -4.71, 4.43], [2.06, -4.97, 4.70], [0.47, -5.87, 2.24], [2.20, -6.15, 2.50], [2.38, -3.66, 2.57], [1.92, -1.47, -1.22], [0.96, -2.95, -1.44], [-0.97, -1.90, -0.31], [-0.45, -0.89, -1.69], [-0.23, 3.38, -0.48], [-1.06, 2.51, -3.98], [-1.60, 4.25, -5.66], [-2.98, 8.98, -6.25], [-1.26, 9.11, -6.66], [-1.93, 10.08, -5.31], [-1.06, 7.29, -2.73], [-0.52, 5.57, -1.04], [0.61, 0.28, 2.15], [-0.33, -1.23, 1.95], [2.05, -1.74, 2.40], [2.54, -0.78, 0.99]],
  "nbo_charge": [-0.2504, -0.5324, -0.0539, -0.4337, -0.2251, -0.6008, 0.3049, -0.2711, -0.4432, -0.2328, -0.2562, -0.3976, 0.5908, -0.6515, 0.5951, -0.5961, -0.5817, 0.1635, -0.2121, -0.1426, -0.1945, 0.7784, -0.5956, -0.5105, -0.2580, -0.1417, -0.2521, -0.2432, -0.2190, 0.1649, 0.1958, 0.1621, 0.1626, 0.1862, 0.2044, 0.1988, 0.2437, 0.1891, 0.3876, 0.1978, 0.2598, 0.2115, 0.2721, 0.4405, 0.2467, 0.2370, 0.1941, 0.1936, 0.1938, 0.2321, 0.2139, 0.2535, 0.2044, 0.2079, 0.2092],
  "spin_multiplicity": 1,
  "smiles": "COCCCNC(=S)N1CCN(C(=O)C(=O)Nc2ccc(C(=O)OC)cc2)CC1"
}


Verdict on stability: 2 comes out on top.


--- 1 ---
{
  "formula": "C3H4N2O2S2",
  "method": "the ωB97M-V functional and the def2-TZVPD basis",
  "symbols": ["C", "C", "C", "N", "N", "O", "O", "S", "S", "H", "H", "H", "H"],
  "xyz": [[0.50, 0.98, -0.22], [-1.32, 0.15, 1.11], [0.54, -0.56, -0.53], [-0.58, 1.17, 0.56], [-0.90, -0.97, 0.48], [1.19, 1.76, -0.75], [-2.27, 0.28, 1.80], [0.29, -1.21, -2.19], [2.02, -1.29, 0.04], [-0.79, 2.04, 1.02], [-0.95, -1.92, 0.95], [-0.24, -0.23, -2.76], [2.51, -0.20, 0.50]],
  "nbo_charge": [0.6602, 0.7612, -0.2684, -0.6522, -0.6664, -0.5322, -0.5862, 0.0960, 0.0952, 0.4248, 0.4154, 0.1211, 0.1313],
  "spin_multiplicity": 1
}


--- 2 ---
{
  "formula": "C3H4N2O2S2",
  "method": "the ωB97M-V functional and the def2-TZVPD basis",
  "symbols": ["C", "C", "C", "N", "N", "O", "O", "S", "S", "H", "H", "H", "H"],
  "xyz": [[3.49, -3.34, 0.24], [4.05, 0.06, -0.34], [-0.01, 2.19, 0.53], [3.35, -2.26, -0.25], [4.05, -1.14, -0.49], [3.34, -4.42, 0.64], [1.41, 0.07, 1.02], [4.23, 1.60, -0.40], [-0.16, 0.43, 0.94], [-1.07, 2.32, 0.31], [0.54, 2.11, -0.40], [0.54, 2.76, 1.29], [1.61, 0.43, 1.91]],
  "nbo_charge": [0.8518, 0.2261, -0.7761, -0.3565, -0.2864, -0.4753, -0.8561, 0.0380, 0.4771, 0.2312, 0.2267, 0.2193, 0.4803],
  "spin_multiplicity": 1
}


Verdict on stability: 1 comes out on top.


--- 1 ---
{
  "formula": "C29H22Cl2F5N2O6PS2Zr",
  "method": "the ωB97M-V functional and the def2-TZVPD basis",
  "symbols": ["Zr", "N", "C", "C", "O", "N", "C", "C", "O", "O", "H", "H", "H", "H", "H", "H", "O", "S", "O", "O", "C", "C", "C", "C", "C", "C", "P", "C", "C", "C", "C", "C", "C", "C", "C", "C", "C", "C", "C", "H", "H", "H", "H", "H", "H", "H", "H", "H", "H", "H", "H", "H", "H", "F", "C", "C", "F", "C", "F", "C", "S", "C", "F", "C", "F", "Cl", "C", "Cl", "H", "H"],
  "xyz": [[0.27, 0.42, -0.77], [2.18, 0.86, -2.09], [1.98, 2.11, -2.86], [1.12, 3.07, -2.04], [1.35, 4.26, -2.00], [0.10, 2.42, -1.41], [-0.73, 3.20, -0.49], [-1.08, 2.35, 0.74], [-2.06, 2.52, 1.42], [-0.17, 1.38, 0.95], [2.34, 0.07, -2.71], [2.98, 0.94, -1.47], [2.91, 2.61, -3.11], [1.44, 1.87, -3.77], [-0.18, 4.08, -0.14], [-1.66, 3.53, -0.95], [-2.35, 0.47, -3.77], [-1.68, -0.25, -2.75], [-0.20, -0.38, -2.90], [-1.84, 0.26, -1.34], [-2.30, -1.90, -2.66], [-3.45, -2.19, -3.38], [-3.99, -3.47, -3.31], [-3.39, -4.43, -2.53], [-2.23, -4.13, -1.82], [-1.67, -2.86, -1.86], [-0.10, -2.53, -0.96], [1.13, -3.37, -2.00], [0.89, -3.57, -3.36], [1.89, -4.09, -4.18], [3.13, -4.40, -3.65], [3.38, -4.20, -2.30], [2.39, -3.68, -1.48], [-0.22, -3.48, 0.57], [0.23, -4.74, 0.70], [0.24, -5.41, 2.00], [-0.41, -4.89, 3.04], [-1.21, -3.62, 2.93], [-0.63, -2.74, 1.82], [-3.90, -1.42, -3.99], [-4.89, -3.70, -3.87], [-3.81, -5.43, -2.47], [-1.77, -4.89, -1.20], [-0.07, -3.33, -3.78], [1.68, -4.24, -5.23], [3.90, -4.81, -4.29], [4.35, -4.44, -1.88], [2.61, -3.51, -0.43], [0.62, -5.27, -0.16], [0.77, -6.35, 2.09], [-0.42, -5.42, 3.99], [-1.10, -3.06, 3.86], [0.26, -2.25, 2.20], [3.87, 2.71, 4.96], [3.49, 1.91, 3.96], [3.19, 2.45, 2.72], [3.27, 3.77, 2.53], [2.81, 1.62, 1.69], [2.51, 2.19, 0.50], [2.70, 0.24, 1.84], [2.21, -0.87, 0.55], [3.01, -0.27, 3.10], [2.91, -1.58, 3.34], [3.40, 0.55, 4.15], [3.68, 0.02, 5.34], [-3.21, -4.87, 1.43], [-2.71, -3.93, 2.87], [-1.75, -1.39, 1.42], [-2.99, -4.52, 3.73], [-3.29, -3.02, 2.85]],
  "nbo_charge": [2.0987, -0.8747, -0.3115, 0.6653, -0.6069, -0.8366, -0.3454, 0.7864, -0.5607, -0.8619, 0.4100, 0.4187, 0.2211, 0.2334, 0.2502, 0.2315, -0.8895, 2.4082, -1.0128, -1.0010, -0.2561, -0.1906, -0.1959, -0.1713, -0.1815, -0.3397, 0.9062, -0.3940, -0.1310, -0.2266, -0.1997, -0.1987, -0.2000, -0.3225, -0.1726, -0.2396, -0.1205, -0.3103, -0.2054, 0.2497, 0.2261, 0.2233, 0.2313, 0.2127, 0.2196, 0.2191, 0.2196, 0.2372, 0.2257, 0.2231, 0.2170, 0.2435, 0.2580, -0.2813, 0.2777, 0.2824, -0.2805, 0.3226, -0.2928, -0.2692, -0.3366, 0.3744, -0.3073, 0.2565, -0.2863, -0.0778, -0.3533, 0.0322, 0.2222, 0.2384],
  "spin_multiplicity": 1
}


--- 2 ---
{
  "formula": "C29H22Cl2F5N2O6PS2Zr",
  "method": "the ωB97M-V functional and the def2-TZVPD basis",
  "symbols": ["Zr", "N", "C", "C", "O", "N", "C", "C", "O", "O", "H", "H", "H", "H", "H", "H", "O", "S", "O", "O", "C", "C", "C", "C", "C", "C", "P", "C", "C", "C", "C", "C", "C", "C", "C", "C", "C", "C", "C", "H", "H", "H", "H", "H", "H", "H", "H", "H", "H", "H", "H", "H", "H", "F", "C", "C", "F", "C", "F", "C", "S", "C", "F", "C", "F", "Cl", "C", "Cl", "H", "H"],
  "xyz": [[0.97, 0.68, 1.29], [2.52, 2.11, 2.39], [3.33, 1.16, 3.18], [2.40, 0.11, 3.80], [2.86, -0.71, 4.57], [1.12, 0.27, 3.41], [0.17, -0.70, 3.93], [-0.83, -1.05, 2.84], [-1.61, -1.96, 2.93], [-0.75, -0.24, 1.79], [3.08, 2.75, 1.85], [1.95, 2.66, 3.03], [3.87, 1.62, 4.01], [4.05, 0.67, 2.53], [-0.39, -0.30, 4.78], [0.68, -1.61, 4.27], [4.15, -1.74, 1.07], [2.90, -1.33, 0.53], [1.70, -1.52, 1.37], [2.83, 0.14, 0.21], [2.60, -2.23, -0.97], [3.57, -3.13, -1.39], [3.33, -3.88, -2.53], [2.14, -3.74, -3.22], [1.18, -2.84, -2.79], [1.40, -2.07, -1.65], [0.17, -0.81, -1.13], [-0.07, 0.01, -2.74], [-1.22, -0.09, -3.52], [-1.30, 0.58, -4.73], [-0.24, 1.34, -5.18], [0.92, 1.44, -4.42], [1.00, 0.78, -3.20], [-1.33, -1.75, -0.76], [-2.52, -1.05, -0.60], [-3.66, -1.70, -0.18], [-3.62, -3.06, 0.11], [-2.43, -3.75, -0.02], [-1.29, -3.11, -0.46], [4.48, -3.22, -0.83], [4.08, -4.59, -2.87], [1.95, -4.34, -4.11], [0.26, -2.72, -3.34], [-2.05, -0.70, -3.19], [-2.20, 0.49, -5.33], [-0.30, 1.86, -6.13], [1.76, 2.03, -4.76], [1.90, 0.85, -2.60], [-2.55, 0.02, -0.80], [-4.58, -1.14, -0.05], [-4.51, -3.56, 0.47], [-2.39, -4.81, 0.22], [-0.36, -3.66, -0.54], [-5.27, 2.60, 3.57], [-4.23, 2.52, 2.73], [-2.94, 2.54, 3.22], [-2.71, 2.64, 4.53], [-1.89, 2.46, 2.33], [-0.63, 2.46, 2.81], [-2.06, 2.35, 0.96], [-0.70, 2.21, -0.12], [-3.38, 2.33, 0.50], [-3.63, 2.22, -0.81], [-4.45, 2.42, 1.37], [-5.70, 2.39, 0.90], [1.69, 5.07, 1.07], [1.62, 4.56, -0.63], [2.46, 3.01, -0.86], [2.11, 5.32, -1.23], [0.58, 4.41, -0.89]],
  "nbo_charge": [2.0475, -0.8874, -0.3236, 0.6501, -0.6139, -0.8196, -0.3519, 0.8133, -0.5814, -0.8822, 0.4129, 0.4090, 0.2243, 0.2433, 0.2272, 0.2553, -0.9011, 2.4132, -0.9851, -1.0382, -0.2548, -0.1896, -0.1974, -0.1815, -0.1798, -0.3428, 0.9250, -0.3580, -0.1434, -0.2204, -0.2036, -0.1970, -0.2011, -0.3764, -0.1900, -0.1933, -0.1833, -0.2135, -0.1359, 0.2502, 0.2255, 0.2236, 0.2306, 0.2202, 0.2179, 0.2165, 0.2152, 0.2184, 0.2254, 0.2155, 0.2162, 0.2167, 0.2084, -0.2813, 0.2656, 0.3154, -0.2899, 0.3066, -0.2885, -0.2539, -0.2819, 0.3255, -0.2966, 0.2734, -0.2854, -0.0213, -0.3855, 0.0377, 0.2309, 0.2539],
  "spin_multiplicity": 1
}


Verdict on stability: 2 comes out on top.


--- 1 ---
{
  "formula": "C3H11O5",
  "method": "the ωB97M-V functional and the def2-TZVPD basis",
  "symbols": ["O", "C", "O", "C", "C", "H", "H", "H", "H", "H", "H", "H", "O", "H", "H", "O", "H", "H", "O"],
  "xyz": [[-1.31, 0.20, 0.14], [-0.13, -0.20, 0.05], [0.36, -0.88, -0.89], [0.76, 0.17, 1.27], [1.95, -0.75, 1.49], [0.97, 1.23, 1.20], [0.04, 0.04, 2.07], [2.21, -0.84, 2.54], [1.76, -1.72, 1.00], [2.79, -0.45, 0.85], [-0.86, -0.05, -2.89], [0.52, -0.20, -2.43], [0.03, 0.01, -3.27], [-1.35, 1.70, 3.92], [-0.48, 0.88, 4.90], [-0.63, 1.77, 4.55], [-2.23, -1.06, -4.76], [-1.94, 0.36, -4.58], [-2.44, -0.21, -5.18]],
  "nbo_charge": [-0.7779, 0.7807, -0.8247, -0.5232, -0.6260, 0.2053, 0.1963, 0.1838, 0.2266, 0.1986, 0.4568, 0.5129, -1.0094, 0.4800, 0.4673, -0.9468, 0.4688, 0.4801, -0.9490],
  "spin_multiplicity": 1,
  "charge": -1
}


--- 2 ---
{
  "formula": "C3H11O5",
  "method": "the ωB97M-V functional and the def2-TZVPD basis",
  "symbols": ["O", "C", "O", "C", "C", "H", "H", "H", "H", "H", "H", "H", "O", "H", "H", "O", "H", "H", "O"],
  "xyz": [[2.88, 0.05, 1.82], [1.83, 0.06, 1.12], [0.88, 0.81, 1.53], [1.56, -0.89, -0.08], [0.93, -0.17, -1.29], [2.56, -1.33, -0.33], [1.00, -1.79, 0.23], [1.27, -0.65, -2.19], [-0.21, -0.22, -1.32], [0.99, 0.95, -1.28], [-0.43, 1.01, 0.99], [-1.86, 1.46, 1.45], [-1.50, 1.15, 0.64], [-2.18, -0.33, 0.33], [-1.36, -1.03, -0.63], [-2.21, -1.10, -0.30], [-2.62, 0.88, -2.09], [-2.30, -0.62, -1.91], [-2.65, 0.05, -2.66]],
  "nbo_charge": [-0.7349, 0.7714, -0.7875, -0.5253, -0.6082, 0.2093, 0.2155, 0.2027, 0.1765, 0.2304, 0.5122, 0.4546, -1.0603, 0.5102, 0.4499, -0.9671, 0.4651, 0.4849, -0.9992],
  "spin_multiplicity": 1,
  "charge": -1
}


Verdict on stability: 1 comes out on top.


--- 1 ---
{
  "formula": "C7H10O2",
  "method": "the ωB97M-V functional and the def2-TZVPD basis",
  "symbols": ["C", "C", "O", "C", "C", "C", "O", "H", "H", "H", "H", "H", "H", "H", "H", "C", "C", "H", "H"],
  "xyz": [[1.48, -1.60, 1.58], [1.64, -0.33, 0.81], [2.62, -0.07, 0.14], [0.46, 0.61, 0.85], [-0.92, 0.04, 0.05], [-1.90, 1.16, -0.13], [-1.19, -1.13, 0.09], [1.32, -1.39, 2.64], [0.61, -2.13, 1.21], [2.36, -2.23, 1.47], [0.08, 0.67, 1.87], [0.73, 1.62, 0.54], [-2.80, 0.78, -0.60], [-2.14, 1.60, 0.85], [-1.47, 1.92, -0.77], [0.11, 0.29, -2.20], [-0.58, -0.01, -3.14], [0.74, 0.63, -1.35], [-1.15, -0.41, -3.93]],
  "nbo_charge": [-0.7296, 0.5927, -0.5431, -0.6450, 0.6605, -0.7304, -0.5435, 0.2265, 0.2626, 0.2346, 0.2422, 0.2324, 0.2393, 0.2404, 0.2390, -0.2765, -0.1994, 0.2623, 0.2352],
  "spin_multiplicity": 1,
  "smiles": "CC(=O)CC(C)=O.C#C"
}


--- 2 ---
{
  "formula": "C7H10O2",
  "method": "the ωB97M-V functional and the def2-TZVPD basis",
  "symbols": ["C", "C", "C", "C", "C", "C", "C", "O", "O", "H", "H", "H", "H", "H", "H", "H", "H", "H", "H"],
  "xyz": [[0.20, 0.54, 1.78], [1.72, -1.47, 0.26], [-0.83, 1.08, -1.84], [1.24, -0.05, 0.18], [-1.16, 1.21, -0.38], [-0.44, 0.13, 0.57], [-1.37, -0.89, 0.38], [1.87, 0.83, -0.35], [-1.79, 2.12, 0.09], [0.06, -0.06, 2.67], [0.57, 1.55, 1.85], [1.41, -2.02, -0.63], [2.81, -1.47, 0.29], [1.32, -1.99, 1.13], [-1.56, 1.63, -2.43], [-0.78, 0.04, -2.18], [0.15, 1.52, -2.02], [-1.57, -1.32, -0.59], [-1.85, -1.37, 1.22]],
  "nbo_charge": [-0.3382, -0.7048, -0.7298, 0.6040, 0.6503, -0.3228, -0.3347, -0.5513, -0.5278, 0.2057, 0.2318, 0.2343, 0.2399, 0.2271, 0.2375, 0.2199, 0.2641, 0.1977, 0.1968],
  "spin_multiplicity": 1
}


Verdict on stability: 1 comes out on top.